C6H20O8Tl2 as an isolated structure, computed with ωB97M-V with the def2-TZVPD basis set.

```
36
Properties=species:S:1:pos:R:3:lowdin_spin:R:1
Tl 7.16 -11.98 -0.93 -0.181
Tl 3.96 -11.51 2.63 0.132
O 5.08 -13.05 0.58 0.046
H 5.42 -13.92 0.89 0.000
O 5.57 -10.14 0.62 0.024
H 5.19 -9.45 0.05 0.001
C 3.97 -14.42 -2.41 0.087
C 4.16 -15.91 -1.95 0.164
O 4.92 -16.09 -0.82 0.441
O 5.25 -13.85 -2.84 0.156
H 3.64 -13.94 -1.48 0.000
H 3.31 -14.21 -3.25 0.013
H 4.50 -16.59 -2.74 0.003
H 3.16 -16.27 -1.71 0.081
H 4.61 -15.37 -0.26 0.003
H 5.62 -14.49 -3.45 0.002
C 2.64 -14.99 2.22 0.001
C 1.45 -14.21 1.76 0.002
O 1.73 -13.00 1.12 0.010
O 3.22 -14.35 3.33 0.024
H 3.40 -15.26 1.48 -0.001
H 2.25 -15.95 2.55 0.000
H 0.61 -13.97 2.40 0.000
H 0.97 -14.90 1.06 0.000
H 1.27 -13.08 0.28 0.000
H 2.95 -14.90 4.07 0.000
C 8.17 -15.29 0.55 -0.001
C 9.10 -14.32 1.39 0.000
O 8.40 -13.11 1.61 -0.008
O 7.68 -14.74 -0.73 0.001
H 7.35 -15.40 1.25 0.001
H 8.67 -16.22 0.30 -0.001
H 10.08 -14.25 0.91 0.000
H 9.33 -14.71 2.38 0.000
H 8.22 -13.16 2.55 0.000
H 7.87 -15.33 -1.46 -0.001
```

Values from the calculation:
- Net charge: +3
- Strongest force on any atom: 0.0503 hartree/bohr
- E_HOMO (alpha / beta): -0.7108 / -0.7100 hartree
- Gap between HOMO and LUMO (alpha / beta): 0.1549 / 0.1476 hartree
- Multiplicity: 2